No. 1
{
  "formula": "C15H44ClO11",
  "method": "ωB97M-V with the def2-TZVPD basis set",
  "elements": ["Cl", "O", "O", "O", "O", "O", "H", "H", "O", "H", "H", "C", "C", "C", "O", "H", "H", "H", "H", "H", "H", "H", "H", "C", "C", "C", "O", "H", "H", "H", "H", "H", "H", "H", "H", "C", "C", "C", "O", "H", "H", "H", "H", "H", "H", "H", "H", "C", "C", "C", "O", "H", "H", "H", "H", "H", "H", "H", "H", "C", "C", "C", "O", "H", "H", "H", "H", "H", "H", "H", "H"],
  "xyz": [[-0.2034, -0.6207, 1.1276], [-1.3461, 0.2491, 1.0772], [0.3559, -0.5912, 2.4619], [-0.5386, -1.9801, 0.7892], [0.7890, -0.1189, 0.1954], [3.5183, -1.2466, 2.4747], [2.6184, -1.3147, 2.8090], [3.5469, -0.3716, 2.0613], [-2.7693, -4.4496, -0.4477], [-2.3415, -4.4724, -1.3087], [-2.4897, -3.6023, -0.0826], [3.7972, 1.3406, -1.7125], [4.3855, 0.6258, -0.4874], [5.7899, 1.1159, -0.1877], [3.5806, 0.9004, 0.6531], [2.7162, 1.1931, -1.7539], [4.1802, 0.8854, -2.6314], [4.0711, 2.3945, -1.6976], [4.4085, -0.4500, -0.7013], [5.7934, 2.2016, -0.0721], [6.4395, 0.8732, -1.0320], [6.1866, 0.6546, 0.7157], [2.6611, 0.7501, 0.3963], [-1.5783, 3.0707, -3.2584], [-0.1675, 2.4898, -3.3956], [-0.1741, 0.9860, -3.2308], [0.4202, 2.8129, -4.6549], [-1.8845, 3.0669, -2.2141], [-2.2688, 2.5195, -3.8997], [-1.6076, 4.0994, -3.6364], [0.4294, 2.9027, -2.5698], [0.8250, 0.6035, -3.4594], [-0.8790, 0.4818, -3.8936], [-0.3895, 0.6968, -2.2023], [0.5892, 3.7592, -4.6600], [-5.3512, 3.2939, -1.0913], [-4.5405, 2.8114, 0.0927], [-5.3646, 2.6658, 1.3606], [-3.9333, 1.5743, -0.2638], [-5.5389, 4.3670, -1.0009], [-6.3106, 2.7861, -1.1970], [-4.7667, 3.1477, -2.0004], [-3.7669, 3.5638, 0.3015], [-6.0569, 1.8239, 1.2865], [-5.9858, 3.5545, 1.5119], [-4.7245, 2.5038, 2.2275], [-3.1752, 1.4397, 0.3179], [-1.9469, -1.0570, 5.0659], [-0.6604, -1.3559, 5.8312], [-0.2516, -2.8235, 5.6930], [0.3862, -0.4925, 5.4570], [-2.8229, -1.3145, 5.6640], [-1.9905, -1.5589, 4.0964], [-1.9987, 0.0093, 4.8326], [-0.8966, -1.1763, 6.8851], [-0.9082, -3.4830, 6.2636], [0.7776, -2.9194, 6.0408], [-0.2919, -3.1407, 4.6480], [0.4276, -0.4654, 4.4927], [2.4871, -3.3460, -1.3500], [1.6136, -2.5170, -2.2797], [1.6880, -2.9818, -3.7140], [0.2383, -2.6362, -1.9135], [3.4978, -2.9411, -1.2681], [2.5848, -4.3683, -1.7354], [2.0394, -3.4459, -0.3628], [1.8872, -1.4580, -2.1894], [1.2514, -3.9800, -3.7898], [2.7283, -3.0782, -4.0352], [1.1403, -2.2976, -4.3605], [0.0709, -2.1598, -1.0886]],
  "forces_ev_per_a": [[0.5613, 0.8590, 0.5086], [-0.3247, -0.2894, -0.0420], [0.0045, -0.1266, 0.0017], [-0.2869, 0.0101, -0.1919], [0.0717, -0.2361, -0.2265], [0.0796, -0.1043, 0.2367], [-0.1049, -0.0259, -0.0557], [0.0557, -0.0321, -0.1894], [-0.0762, 0.0430, -0.0460], [0.1017, 0.0187, -0.0084], [0.0904, 0.0107, 0.0864], [0.2951, -0.6322, -0.0636], [-0.1634, 0.4436, -0.3372], [-0.0323, -0.1072, -0.2234], [0.1395, 0.1437, -0.0796], [-0.0389, 0.2266, 0.1043], [0.1421, 0.1417, 0.0296], [-0.2625, 0.1013, -0.0180], [-0.0636, -0.0505, 0.2279], [-0.0539, -0.0202, 0.1099], [0.0679, -0.0387, 0.0717], [-0.0060, -0.0134, 0.0018], [-0.2465, -0.1440, 0.1906], [0.3347, 0.2406, -0.5920], [-0.5537, -0.0113, 0.5793], [0.5131, -0.2468, -0.1004], [0.0336, -0.0582, 0.0160], [-0.2378, -0.1584, -0.0427], [-0.1112, -0.1574, 0.2631], [0.1202, 0.0455, 0.2370], [0.1964, 0.0582, -0.2179], [-0.0482, -0.0302, 0.0011], [-0.0651, 0.1499, -0.0354], [-0.1363, 0.0821, 0.0145], [-0.0339, 0.0114, -0.0582], [0.1099, 0.2919, -0.1943], [0.0501, -0.0893, 0.1684], [-0.4168, 0.0334, -0.0183], [0.0654, 0.2968, 0.0660], [-0.1152, -0.0538, 0.0540], [0.0536, -0.1418, 0.0581], [-0.0651, -0.0565, -0.0219], [0.0871, -0.0738, -0.1553], [0.1281, -0.0796, -0.1265], [0.1945, 0.0629, 0.1547], [-0.0317, 0.0460, 0.0467], [0.0611, -0.3319, -0.0495], [-0.0588, 0.3392, -0.2895], [-0.7002, -0.5170, -0.0930], [0.1273, 0.1842, -0.1245], [0.2040, 0.1644, 0.1612], [-0.0340, -0.1372, -0.1312], [0.0259, -0.1678, 0.1094], [-0.0276, 0.0280, 0.2176], [0.4442, 0.2447, 0.0442], [0.0154, 0.0185, 0.0522], [-0.0584, -0.1783, 0.0974], [0.0653, 0.0652, -0.0105], [-0.0372, -0.0083, -0.1197], [0.2080, -0.5280, -0.1536], [-0.5852, 0.1129, 0.5238], [0.2951, -0.0574, -0.0474], [-0.1349, -0.0508, -0.3078], [-0.0427, 0.0589, 0.1011], [-0.0497, 0.0525, -0.0182], [0.0825, 0.3286, 0.0824], [0.1302, -0.0326, -0.1293], [-0.1273, 0.0500, 0.0443], [-0.0236, 0.2130, -0.0972], [0.0646, -0.0487, -0.1174], [0.1342, -0.1415, 0.0720]],
  "mulliken_charge": [1.550, -0.729, -0.691, -0.756, -0.524, -0.667, 0.314, 0.412, -0.660, 0.317, 0.325, -0.996, 1.191, -1.566, -0.667, -0.005, 0.364, 0.404, -0.237, 0.352, 0.368, 0.389, 0.323, -1.218, 0.439, -1.015, -0.591, 0.245, 0.328, 0.421, 0.159, 0.181, 0.506, 0.190, 0.338, -1.325, 0.838, -1.438, -0.495, 0.389, 0.333, 0.274, 0.225, 0.327, 0.366, 0.346, 0.265, -1.183, 0.492, -1.207, -0.548, 0.427, 0.174, 0.315, 0.293, 0.396, 0.326, 0.215, 0.413, -1.393, 1.866, -1.621, -0.574, 0.307, 0.352, 0.308, -0.565, 0.364, 0.382, 0.366, 0.192],
  "e_above_lowest_kcal_mol": 0.0,
  "total_charge": -1,
  "mol_weight_g_mol": 436.0,
  "lumo_energy_ev": 2.62,
  "multiplicity": 1
}

No. 2
{
  "formula": "C24H24F3N3O9",
  "method": "ωB97M-V with the def2-TZVPD basis set",
  "elements": ["O", "C", "O", "C", "C", "F", "O", "H", "H", "H", "O", "C", "O", "C", "C", "F", "O", "H", "H", "H", "O", "C", "O", "C", "C", "F", "O", "H", "H", "H", "C", "C", "C", "N", "C", "C", "H", "H", "H", "H", "H", "C", "C", "C", "N", "C", "C", "H", "H", "H", "H", "H", "C", "C", "C", "N", "C", "C", "H", "H", "H", "H", "H"],
  "xyz": [[5.7291, 11.9804, 6.8433], [6.9034, 12.3147, 6.8817], [7.4101, 13.3526, 7.5005], [8.8494, 13.4381, 7.1586], [9.2094, 12.0786, 6.7263], [9.7566, 11.3615, 7.7288], [7.9372, 11.4841, 6.3595], [8.9391, 14.2341, 6.3894], [9.3891, 13.7592, 8.0402], [9.9349, 11.9513, 5.9144], [9.6167, 12.8379, 17.6275], [10.4967, 13.6117, 17.3371], [11.4126, 13.4124, 16.4089], [12.2682, 14.6046, 16.2499], [11.5393, 15.6405, 16.9802], [10.7473, 16.3947, 16.1554], [10.6216, 14.8773, 17.8058], [13.2318, 14.2257, 16.6059], [12.3369, 14.7705, 15.1530], [12.0521, 16.3959, 17.5717], [17.1741, 11.4613, 10.7602], [16.7639, 12.5900, 10.6996], [16.1315, 13.2474, 9.6504], [15.8746, 14.6034, 10.0048], [16.1317, 14.5957, 11.4899], [14.9758, 14.6284, 12.2479], [16.8354, 13.4314, 11.7386], [16.5850, 15.2353, 9.4633], [14.8352, 14.8405, 9.7238], [16.6121, 15.5056, 11.8471], [6.8231, 19.0079, 12.4976], [7.9584, 18.4118, 12.0661], [9.1529, 18.8591, 12.5770], [9.2429, 19.8340, 13.4690], [8.1198, 20.4370, 13.8596], [6.9033, 20.0829, 13.3499], [5.8770, 18.6598, 12.1268], [7.8827, 17.5550, 11.4097], [10.0323, 18.3820, 12.1491], [8.2854, 21.1623, 14.6478], [6.0537, 20.6190, 13.7684], [7.7078, 9.7512, 10.8308], [7.0206, 9.3685, 9.6888], [6.4289, 8.1553, 9.6126], [6.3153, 7.3875, 10.6975], [6.9494, 7.7045, 11.7925], [7.7587, 8.8241, 11.8056], [8.2701, 10.6783, 10.8960], [6.9528, 10.0048, 8.8034], [6.0006, 7.7280, 8.7129], [6.9232, 7.0315, 12.6299], [8.3169, 9.0162, 12.7182], [9.3032, 14.0645, 11.8663], [9.4761, 13.0579, 10.9513], [10.6466, 12.3310, 10.8565], [11.7096, 12.5428, 11.6487], [11.5530, 13.5131, 12.5585], [10.3978, 14.2494, 12.7102], [8.4155, 14.6674, 11.9374], [8.6747, 12.8326, 10.2360], [10.7153, 11.6445, 10.0157], [12.3810, 13.6170, 13.2312], [10.3610, 15.0135, 13.4642]],
  "forces_ev_per_a": [[2.9922, 1.0892, -0.1103], [-2.2289, -3.1728, -0.3478], [1.5556, 0.7888, -0.1223], [-1.2527, 2.0279, 0.1735], [-0.8314, -1.6756, -1.5574], [0.0211, -0.4305, 1.0665], [0.2529, 1.7475, 0.6488], [0.0416, -0.7350, 0.2692], [0.0164, -0.0766, 0.2098], [-0.5405, 0.4379, -0.1981], [1.5043, 1.1218, 0.0292], [-1.9142, -0.5372, -0.1508], [1.0345, 0.1227, -0.9879], [0.4111, -2.9377, -1.6219], [-2.0702, 0.6024, 1.6300], [-0.0037, -0.1092, -0.5932], [0.7763, 1.1646, 0.3050], [-0.0204, 0.9116, 0.2354], [-0.0544, 0.2315, 0.8302], [0.3448, -0.5583, 0.3031], [-0.7673, 1.8732, -0.8368], [-0.2499, -1.3743, -0.8188], [0.7235, -1.4236, 0.3932], [-0.2718, -0.6289, -0.4346], [-0.3150, 1.5088, 0.6941], [-0.3574, -0.6410, -0.2625], [0.1012, 0.9729, 0.9265], [-0.1603, 0.0562, 0.1690], [0.4714, 0.0106, 0.3069], [0.7840, -0.3593, -0.1030], [-1.3584, 0.5235, -0.2537], [0.1316, -0.8876, -0.1460], [0.3687, -0.0734, -0.5455], [0.7847, -0.1376, -0.1237], [1.3291, -0.4224, 0.0583], [-0.9572, 0.6675, 1.1501], [-0.3800, -0.0050, 0.0019], [0.2851, 0.0684, -0.1417], [0.3977, 0.3052, 0.5885], [-0.4153, 0.2297, -0.1503], [-0.1717, -0.2989, -0.4397], [0.2336, 0.3200, -1.2668], [0.3276, 1.7697, -1.5660], [-0.6782, -1.0795, 0.7922], [-0.7753, -1.5739, -0.5712], [0.7133, 0.3333, -0.7193], [0.3967, 0.1028, 2.9870], [-0.2228, -0.1599, -0.0252], [0.2130, -0.0134, 0.2804], [-0.1025, 0.3764, -0.0631], [-0.2308, -0.1828, 0.2558], [0.0986, 0.0537, -0.1103], [1.3022, -0.2813, 0.6236], [-1.3472, -0.2257, -1.2178], [0.6276, 0.4401, -0.0313], [-0.6584, 0.0849, -0.4515], [-0.2106, -1.0439, -0.2848], [-0.4614, 0.7870, 0.0773], [-0.1918, 0.0139, 0.0287], [0.2708, 0.0480, 0.2680], [0.3263, -0.2727, 0.4191], [0.3545, 0.3019, 0.2172], [0.0076, 0.2246, 0.3148]],
  "mulliken_charge": [-0.540, 0.715, -0.346, -0.355, 0.398, -0.207, -0.322, 0.287, 0.151, 0.272, -0.538, 0.703, -0.334, -0.042, 0.288, -0.265, -0.332, 0.300, -0.062, 0.270, -0.501, 0.656, -0.337, -0.282, 0.300, -0.258, -0.312, 0.266, 0.264, 0.200, -0.315, -0.198, -0.162, -0.607, -0.188, -0.385, 0.379, 0.382, 0.380, 0.383, 0.336, 0.183, -0.058, -0.403, -0.569, -0.301, -0.488, 0.240, 0.243, 0.394, 0.370, 0.353, -1.133, -0.005, -0.421, -0.542, -0.422, 0.037, 0.538, 0.676, 0.525, 0.300, 0.442],
  "mol_weight_g_mol": 555.5,
  "lumo_energy_ev": 0.02,
  "smiles": "O=C1OC[C@@H](F)O1.O=C1OC[C@@H](F)O1.O=C1OC[C@@H](F)O1.c1ccncc1.c1ccncc1.c1ccncc1",
  "multiplicity": 1
}

No. 3
{
  "formula": "C20H19N7O4",
  "method": "ωB97M-V with the def2-TZVPD basis set",
  "elements": ["C", "C", "O", "N", "C", "C", "C", "C", "N", "C", "N", "C", "C", "N", "O", "O", "C", "N", "C", "C", "C", "C", "N", "C", "C", "O", "C", "C", "N", "C", "C", "H", "H", "H", "H", "H", "H", "H", "H", "H", "H", "H", "H", "H", "H", "H", "H", "H", "H", "H"],
  "xyz": [[-3.5472, 0.1115, 3.9798], [-2.9551, -0.2435, 2.6324], [-3.3268, 0.2546, 1.5924], [-1.9761, -1.1864, 2.7425], [-1.1506, -1.7292, 1.7594], [-1.2162, -1.3501, 0.4216], [-0.3415, -1.8931, -0.4960], [0.6179, -2.8212, -0.1032], [1.5595, -3.3173, -1.0200], [2.2020, -2.5482, -1.9178], [3.0997, -3.1636, -2.7205], [3.6826, -2.4023, -3.6097], [3.4452, -1.0260, -3.7376], [4.0923, -0.2915, -4.7410], [4.9115, -0.8563, -5.4433], [3.7988, 0.8980, -4.8720], [2.5293, -0.4565, -2.7988], [2.2357, 0.8493, -2.7438], [1.3487, 1.4005, -1.8041], [0.4168, 2.3479, -2.2151], [-0.5086, 2.8405, -1.3180], [-0.5174, 2.4062, 0.0079], [-1.5035, 2.9093, 0.8556], [-1.7321, 2.6509, 2.1741], [-2.9691, 3.3625, 2.6804], [-1.0393, 1.9462, 2.8757], [0.4535, 1.5024, 0.4292], [1.3755, 1.0081, -0.4697], [1.9236, -1.2575, -1.9313], [0.6478, -3.2445, 1.2216], [-0.2245, -2.7000, 2.1421], [-2.8149, 0.6950, 4.5343], [-3.7939, -0.7834, 4.5463], [-4.4439, 0.7074, 3.8389], [-1.7528, -1.4852, 3.6820], [-1.9478, -0.6241, 0.1116], [-0.3927, -1.5843, -1.5256], [1.9120, -4.2570, -0.9060], [4.3838, -2.8818, -4.2803], [2.5867, 1.4210, -3.5104], [0.4070, 2.6815, -3.2422], [-1.2431, 3.5604, -1.6510], [-2.1885, 3.4911, 0.3928], [-3.0067, 3.3036, 3.7640], [-3.8449, 2.8664, 2.2664], [-2.9725, 4.4063, 2.3753], [0.4735, 1.1859, 1.4577], [2.1157, 0.3016, -0.1352], [1.3690, -3.9853, 1.5350], [-0.1784, -3.0194, 3.1738]],
  "forces_ev_per_a": [[-0.0537, 0.1352, -0.1334], [-0.1333, -0.1336, 0.5478], [-0.0821, 0.1139, -0.3154], [0.0787, -0.1725, 0.4106], [0.2571, -0.1810, -0.3860], [-0.1253, 0.0375, 0.0555], [0.0137, -0.3200, 0.1157], [-0.3710, 0.1769, 0.3807], [0.1186, -0.4775, -0.0507], [0.4756, 0.4457, -0.4412], [-0.0839, -0.5170, 0.2004], [0.0438, 0.3746, -0.1560], [-0.6150, -0.6191, 0.9034], [0.3355, 0.2110, -0.4558], [0.0470, 0.0486, -0.0797], [0.0904, 0.0943, -0.1342], [0.2935, -0.2615, -0.5022], [0.3021, 0.3022, -0.4423], [-0.3934, 0.2003, 0.4077], [0.1420, -0.2359, 0.0519], [-0.0372, 0.0058, 0.2245], [0.3652, -0.1820, -0.2531], [-0.2633, 0.2901, -0.2325], [-0.3872, 0.4201, 0.0029], [0.0586, -0.1370, 0.1279], [0.2261, -0.1865, 0.1566], [-0.0295, 0.0578, 0.1298], [0.0417, 0.2828, -0.1763], [0.0133, -0.0260, 0.0176], [0.0586, 0.1190, -0.2363], [-0.1877, 0.1226, -0.0035], [0.0564, 0.0424, 0.0773], [-0.0248, -0.0641, 0.0750], [-0.0138, -0.0092, -0.0359], [-0.1243, 0.1208, -0.1522], [-0.0187, 0.0342, -0.0248], [-0.0552, 0.0383, -0.0373], [-0.0548, 0.1232, -0.1328], [0.0425, 0.0762, -0.0435], [-0.0251, -0.2801, 0.3034], [-0.0347, 0.0041, -0.1188], [-0.0715, 0.0850, -0.0355], [0.0882, -0.1025, 0.1890], [0.0377, -0.0054, 0.0115], [-0.0957, -0.0201, -0.0373], [-0.0299, 0.0952, -0.0205], [0.0028, -0.0261, 0.0377], [0.0183, -0.0138, 0.0594], [0.1048, -0.0430, 0.0440], [-0.0010, -0.0442, 0.1071]],
  "mulliken_charge": [-1.540, 0.862, -0.632, -0.064, 0.600, -0.332, -0.234, 0.035, -0.117, 0.249, -0.745, -0.126, -0.262, 1.080, -0.656, -0.748, 0.517, -0.091, -0.265, -0.890, -0.695, 0.660, -0.074, 0.869, -1.545, -0.633, -0.299, -0.161, -0.252, -0.804, -0.710, 0.298, 0.501, 0.353, 0.184, 0.503, 0.338, 0.295, 0.528, 0.305, 0.425, 0.342, 0.182, 0.353, 0.297, 0.503, 0.490, 0.375, 0.388, 0.342],
  "mol_weight_g_mol": 421.4,
  "lumo_energy_ev": -0.32,
  "smiles": "CC(=O)Nc1ccc(Nc2ncc([N+](=O)[O-])c(Nc3ccc(NC(C)=O)cc3)n2)cc1",
  "multiplicity": 1
}

No. 4
{
  "formula": "C3H3Cl2NO",
  "method": "ωB97M-V with the def2-TZVPD basis set",
  "elements": ["C", "C", "C", "N", "O", "Cl", "Cl", "H", "H", "H"],
  "xyz": [[-1.2878, 0.4447, 1.4607], [0.1385, -0.6577, 0.1811], [-0.3187, 1.3174, 0.6648], [-0.9198, -0.8062, 1.1420], [-2.2612, 0.7956, 2.0708], [0.7882, 2.2379, 1.5419], [-1.8760, -2.2651, 1.4357], [-0.0813, -0.8842, -0.8203], [1.1264, -0.7594, 0.4854], [-0.6382, 1.7701, -0.2512]],
  "forces_ev_per_a": [[-2.2985, 1.2556, -0.0088], [-1.5355, 3.5256, 1.1881], [0.5462, -4.5786, -0.6378], [0.6893, -1.4728, -0.4353], [0.2383, 0.1664, 0.4778], [0.6614, 0.4149, 0.4105], [0.9681, 1.5479, -0.2918], [-0.3634, -0.3548, -1.2250], [1.5703, -0.6619, 0.7152], [-0.4761, 0.1578, -0.1930]],
  "mulliken_charge": [0.488, -0.645, -0.127, 0.015, -0.561, -0.120, -0.044, 0.339, 0.316, 0.338],
  "e_above_lowest_kcal_mol": 66.8,
  "mol_weight_g_mol": 140.0,
  "lumo_energy_ev": 0.11,
  "multiplicity": 1
}

- Number 3 is which compound?
  C20H19N7O4

- Number 2 is which compound?
  C24H24F3N3O9

What did the fourth record say?
{
  "formula": "C3H3Cl2NO",
  "method": "ωB97M-V with the def2-TZVPD basis set",
  "elements": ["C", "C", "C", "N", "O", "Cl", "Cl", "H", "H", "H"],
  "xyz": [[-1.2878, 0.4447, 1.4607], [0.1385, -0.6577, 0.1811], [-0.3187, 1.3174, 0.6648], [-0.9198, -0.8062, 1.1420], [-2.2612, 0.7956, 2.0708], [0.7882, 2.2379, 1.5419], [-1.8760, -2.2651, 1.4357], [-0.0813, -0.8842, -0.8203], [1.1264, -0.7594, 0.4854], [-0.6382, 1.7701, -0.2512]],
  "forces_ev_per_a": [[-2.2985, 1.2556, -0.0088], [-1.5355, 3.5256, 1.1881], [0.5462, -4.5786, -0.6378], [0.6893, -1.4728, -0.4353], [0.2383, 0.1664, 0.4778], [0.6614, 0.4149, 0.4105], [0.9681, 1.5479, -0.2918], [-0.3634, -0.3548, -1.2250], [1.5703, -0.6619, 0.7152], [-0.4761, 0.1578, -0.1930]],
  "mulliken_charge": [0.488, -0.645, -0.127, 0.015, -0.561, -0.120, -0.044, 0.339, 0.316, 0.338],
  "e_above_lowest_kcal_mol": 66.8,
  "mol_weight_g_mol": 140.0,
  "lumo_energy_ev": 0.11,
  "multiplicity": 1
}